[1]
DFT (ωB97M-V/def2-TZVPD) results for an isolated molecule of C7H10.

Output
Structure (SMILES) = C=C/C=C/C(=C)C
LUMO level = -0.0019 Eh
Max |F| = 4.7 eV/A
HOMO energy = -8.03 eV

Element x y z (Å)
C: -0.607211 -1.644529 2.103070
C: -0.556355 -0.385003 1.127387
C: -0.952046 0.889134 1.576335
C: 0.842872 0.288093 -0.640214
C: 0.140727 -0.735569 -0.045737
C: 0.663862 1.583306 -2.781978
C: 0.758470 0.404822 -2.093883
H: 0.416758 -1.991406 2.477679
H: -1.370714 -1.599943 2.882416
H: -0.744092 -2.546891 1.354596
H: -0.575912 1.879205 1.246959
H: -1.771399 0.724636 2.293045
H: 1.538500 0.871961 -0.057137
H: -0.211710 -1.621590 -0.665866
H: 0.864506 1.836296 -3.819841
H: 0.823232 2.585162 -2.215865
H: 0.740504 -0.537683 -2.740960

Forces on atoms 1 to 3 (eV/Å):
C 0.0449 -1.3214 -2.7122
C 0.2195 0.2452 4.7067
C 0.2969 -3.3068 -0.6673

[2]
DFT (ωB97M-V/def2-TZVPD) results for a structure of composition C5H5CsN.

Output
2S+1 = 2
LUMO level (spin up / spin down) = -0.0426 / -0.0456 Eh
Max |F| = 4.1 eV/A
HOMO energy (spin up / spin down) = -2.62 / -7.03 eV

Element x y z (Å)
Cs: 4.092167 1.679065 0.636707
N: 1.207355 0.089777 -0.494726
C: 0.481139 1.075159 0.089731
C: -0.851424 0.955955 0.457238
C: -1.532282 -0.303945 0.265545
C: -0.851788 -1.336253 -0.354169
C: 0.515912 -1.079724 -0.740683
H: 1.099077 1.846102 0.525848
H: -1.334115 1.765928 0.983878
H: -2.590576 -0.464935 0.408662
H: -1.250969 -2.319042 -0.557108
H: 1.015504 -1.908087 -1.220922

Forces on atoms 1 to 3 (eV/Å):
Cs -0.7849 -0.4685 -0.3118
N 1.0368 -0.1990 -0.2856
C -1.2766 -1.0330 0.9733

[3]
DFT (ωB97M-V/def2-TZVPD) results for an isolated molecule of C3H2N2.

Output
LUMO level (spin up / spin down) = -0.0574 / -0.0553 Eh
Max |F| = 4.8 eV/A
HOMO energy (spin up / spin down) = -8.99 / -8.93 eV

Element x y z (Å)
C: -0.147459 -0.565558 0.033599
C: 0.077548 0.740282 -0.003222
C: 2.074646 -0.963605 0.026038
N: 2.482007 0.173618 0.058399
N: 1.390360 0.904526 -0.106470
H: -0.578098 -1.382933 -0.397837
H: -0.619762 1.605505 0.208705

Forces on atoms 1 to 3 (eV/Å):
C 1.7495 1.4908 1.3849
C -1.5434 -1.0665 1.4014
C -1.9423 -2.7367 -0.5910

[4]
DFT (ωB97M-V/def2-TZVPD) results for a cluster of 2 separate species, H3O2PS2 in total.

Output
Structure (SMILES) = O=PO.SS
LUMO level = -0.0036 Eh
Max |F| = 2.0 eV/A
HOMO energy = -9.20 eV

Element x y z (Å)
O: -0.261055 -0.474273 1.517780
O: 1.341558 -1.904138 0.239389
P: 1.128497 -0.556239 1.125032
S: -1.608546 1.388862 -0.712661
S: 0.368516 0.935112 -1.260106
H: -1.982006 0.591256 0.366753
H: 0.457563 -2.219446 -0.070372
H: 0.555474 2.238866 -1.205815

Forces on atoms 1 to 3 (eV/Å):
O -1.8556 0.1021 0.6543
O -0.8578 0.1758 -0.3836
P 1.9150 -0.4517 -0.1778

[5]
DFT (ωB97M-V/def2-TZVPD) results for a structure of composition C38H32Cl2N7O7PScTe.

Output
LUMO level = 0.0736 Eh
Max |F| = 1.5 eV/A
Charge = -1
HOMO energy = -5.00 eV

Element x y z (Å)
Sc: 1.697082 -1.153257 -0.052579
Cl: 5.063290 -0.853816 -6.214691
C: 3.768963 -1.072570 -5.071791
C: 4.085822 -1.310732 -3.745070
C: 3.089524 -1.479285 -2.794667
N: 3.349745 -1.743056 -1.429863
C: 4.382339 -2.558456 -1.140529
O: 5.124999 -3.171843 -1.902731
C: 4.630259 -2.689027 0.340348
C: 5.550562 -3.615677 0.807512
C: 5.780377 -3.691404 2.167967
C: 5.094880 -2.823690 3.008845
C: 4.201757 -1.933252 2.447414
N: 3.963595 -1.865324 1.139290
C: 1.742666 -1.344813 -3.167715
C: 1.434171 -1.148543 -4.514794
C: 2.440011 -1.020979 -5.459434
Cl: 1.991678 -0.787117 -7.125697
N: 0.824520 -1.460535 -2.119019
C: -0.489520 -1.346438 -2.331187
O: -1.113351 -1.068207 -3.356855
C: -1.283804 -1.733674 -1.109631
C: -2.665228 -1.714961 -1.140037
C: -3.359887 -2.321506 -0.108377
C: -2.642302 -2.921334 0.915234
C: -1.262483 -2.841475 0.888387
N: -0.585692 -2.244877 -0.093158
H: 5.121594 -1.381872 -3.456611
H: 6.054381 -4.243862 0.086513
H: 6.485120 -4.407533 2.571578
H: 5.240824 -2.840472 4.081641
H: 3.652875 -1.234011 3.062792
H: 0.404478 -1.081419 -4.820793
H: -3.155573 -1.259774 -1.989349
H: -4.442113 -2.349712 -0.122358
H: -3.130176 -3.443217 1.728676
H: -0.673430 -3.302394 1.669487
C: -6.067608 0.139010 -3.306696
O: -5.606418 0.218512 -1.969215
C: -5.000741 1.379266 -1.593827
C: -4.412993 1.386451 -0.331338
C: -3.736821 2.502611 0.113962
C: -3.677277 3.656447 -0.672402
C: -4.318266 3.662286 -1.897160
C: -4.952782 2.521815 -2.378981
N: -3.157155 4.882652 -0.135827
N: -2.036392 4.923171 0.402786
C: -1.130130 3.819867 0.344548
C: -0.442272 3.522015 1.491026
C: 0.464456 2.458847 1.558867
C: 0.776346 1.702838 0.448859
O: 1.631391 0.699763 0.516021
C: 0.231072 2.140272 -0.813994
N: 0.808597 1.629572 -1.930675
C: 0.405361 2.057502 -3.097322
C: -0.611035 3.020652 -3.255825
C: -1.179957 3.570133 -2.146974
C: -0.758976 3.153986 -0.862604
H: -6.437185 -0.873487 -3.442821
H: -5.257653 0.324948 -4.017170
H: -6.881082 0.844809 -3.493924
H: -4.486652 0.500530 0.288307
H: -3.272005 2.498581 1.091888
H: -4.309675 4.565690 -2.497144
H: -5.411819 2.549386 -3.357724
H: -0.648682 4.119500 2.373705
H: 0.947678 2.202015 2.495693
H: 0.906952 1.642160 -3.966234
H: -0.910156 3.325263 -4.250960
H: -1.920810 4.350898 -2.244971
C: 3.245804 0.805843 5.068334
C: 2.236281 -0.321406 5.007556
O: 1.519624 -0.198319 3.767317
P: 0.666842 -1.394839 3.086266
O: 1.389531 -1.818920 1.812833
Te: 0.141727 -3.107964 4.580420
O: -0.588242 -0.542678 2.562443
C: -1.778113 -0.321165 3.341846
C: -1.750140 1.010490 4.061811
H: 3.945164 0.630825 5.887571
H: 2.752396 1.766750 5.227883
H: 3.805581 0.871319 4.133083
H: 1.533136 -0.253117 5.837844
H: 2.720018 -1.293152 5.084822
H: -1.904442 -1.131854 4.054185
H: -2.608182 -0.361857 2.636950
H: -0.886385 1.073761 4.727196
H: -2.659979 1.112489 4.657603
H: -1.699867 1.835908 3.353456

Forces on atoms 1 to 3 (eV/Å):
Sc 0.5911 -0.8242 -1.0972
Cl -0.0340 -0.0150 0.0023
C -0.0644 0.0123 -0.0469

What did the third record say?
DFT (ωB97M-V/def2-TZVPD) results for an isolated molecule of C3H2N2.

Output
LUMO level (spin up / spin down) = -0.0574 / -0.0553 Eh
Max |F| = 4.8 eV/A
HOMO energy (spin up / spin down) = -8.99 / -8.93 eV

Element x y z (Å)
C: -0.147459 -0.565558 0.033599
C: 0.077548 0.740282 -0.003222
C: 2.074646 -0.963605 0.026038
N: 2.482007 0.173618 0.058399
N: 1.390360 0.904526 -0.106470
H: -0.578098 -1.382933 -0.397837
H: -0.619762 1.605505 0.208705

Forces on atoms 1 to 3 (eV/Å):
C 1.7495 1.4908 1.3849
C -1.5434 -1.0665 1.4014
C -1.9423 -2.7367 -0.5910

Repeat the third record exactly.
DFT (ωB97M-V/def2-TZVPD) results for an isolated molecule of C3H2N2.

Output
LUMO level (spin up / spin down) = -0.0574 / -0.0553 Eh
Max |F| = 4.8 eV/A
HOMO energy (spin up / spin down) = -8.99 / -8.93 eV

Element x y z (Å)
C: -0.147459 -0.565558 0.033599
C: 0.077548 0.740282 -0.003222
C: 2.074646 -0.963605 0.026038
N: 2.482007 0.173618 0.058399
N: 1.390360 0.904526 -0.106470
H: -0.578098 -1.382933 -0.397837
H: -0.619762 1.605505 0.208705

Forces on atoms 1 to 3 (eV/Å):
C 1.7495 1.4908 1.3849
C -1.5434 -1.0665 1.4014
C -1.9423 -2.7367 -0.5910

Among the records above, which one has the highest max |F|?
C3H2N2